# 1
An isolated molecule of C3H5NO at a distorted geometry, computed with the ωB97M-V functional and the def2-TZVPD basis.

The calculation puts the frontier orbital gap (spin up / spin down) at 9.68 / 6.91 eV. For the calculated total energy, the calculation gives -6724.344 eV. For the largest force on an atom, the calculation gives 3.3 eV/Å.

ORCA input file:
```
! wB97M-V def2-TZVPD RIJCOSX def2/J DEFGRID3
* xyz 0 1
C 0.8724 -1.0097 -0.6588
C -0.8913 0.0785 0.7563
H -1.5135 2.0273 -0.0572
H 1.3453 -0.8075 -1.6232
N -1.2228 -0.5066 1.7545
C -0.7002 1.4194 0.3350
H 0.7489 -2.0906 -0.5427
H 0.2520 1.9161 0.5119
H 1.5117 -0.6444 0.1557
O -0.4026 -0.3824 -0.6316
*
```

***

# 2
A cluster of 2 separate species, C5H11NO in total at a distorted geometry, computed with the ωB97M-V functional and the def2-TZVPD basis.

The calculation puts the frontier orbital gap (spin up / spin down) at 3.01 / 5.69 eV. For the calculated total energy, the calculation gives -8898.395 eV. For the largest force on an atom, the calculation gives 2.9 eV/Å.

ORCA input file:
```
! wB97M-V def2-TZVPD RIJCOSX def2/J DEFGRID3
* xyz -1 2
H 1.7870 -1.1827 -3.2445
H -3.6960 1.2664 0.9617
H 1.4567 0.7179 -1.9950
H 1.3642 -2.3692 -1.7685
H 0.2163 1.9001 -0.7368
H -0.0318 -1.8845 2.4850
C 1.2358 -0.2449 -1.5295
C 0.7754 -0.0645 -0.1519
H 0.6418 -2.1876 0.2669
O -3.0651 1.9595 1.1341
C 1.5268 -1.4000 -2.2144
H -0.6820 1.2259 0.6846
H 0.9761 1.8163 0.8782
C 0.5797 -1.1695 0.6236
N -0.1508 -1.1113 1.8652
C 0.2827 1.3287 0.1835
H -0.8638 -0.4171 2.0382
H -2.3532 1.8165 0.5197
*
```

***

# 3
An isolated molecule of C5H7NO, computed with the ωB97M-V functional and the def2-TZVPD basis.

The calculation puts the frontier orbital gap (spin up / spin down) at 8.07 / 8.12 eV. For the calculated total energy, the calculation gives -8830.299 eV. For the largest force on an atom, the calculation gives 0.9 eV/Å.

ORCA input file:
```
! wB97M-V def2-TZVPD RIJCOSX def2/J DEFGRID3
* xyz 0 1
H 1.3278 0.6473 1.0399
H -0.8798 1.3875 1.0261
C 1.1353 0.5842 -1.1590
H -1.6987 -1.5239 0.9530
H -1.0523 0.6898 -1.2803
H 2.1645 -0.7513 0.3044
H -0.5481 -0.7716 2.0443
H -0.3883 -0.7228 -2.1403
C -0.2436 -0.0576 -1.2823
C -1.0104 -0.6757 1.0425
C 1.3089 -0.0736 0.2101
N 0.0217 -0.7651 0.0049
C -1.7152 0.6482 0.9666
O 1.7884 1.3186 -1.8427
*
```

***

# 4
The ion C2H9N3O2P with charge -1 at a distorted geometry, computed with the ωB97M-V functional and the def2-TZVPD basis.

The calculation puts the frontier orbital gap at 8.67 eV. As for the structure (SMILES): CN(C)N[P@@](N)(=O)[O-]. For the calculated total energy, the calculation gives -20075.812 eV. For the largest force on an atom, the calculation gives 4.1 eV/Å.

ORCA input file:
```
! wB97M-V def2-TZVPD RIJCOSX def2/J DEFGRID3
* xyz -1 1
O 2.8401 -0.9116 -1.1962
C -1.4692 0.5112 0.5024
H 2.4111 1.9842 0.5361
H -1.3488 -1.7531 -0.5780
H -1.9627 0.0749 -0.4311
H 0.4353 -1.9363 -0.1501
O 2.5879 -0.7903 1.2930
H -0.6992 -2.1760 1.0323
N -0.2341 -0.1891 0.5745
H -1.1007 1.4981 0.4374
N 0.6411 0.5218 -0.3239
P 2.4326 -0.1276 -0.0226
H -2.0534 0.0673 1.3085
H 0.5673 0.0158 -1.2914
H 3.9810 1.7564 0.0793
N 2.9727 1.5207 -0.1565
C -0.5245 -1.5498 0.1422
*
```

***

# 5
A structure of composition C22H54CrN7O10 at a distorted geometry, computed with the ωB97M-V functional and the def2-TZVPD basis.

The calculation puts the frontier orbital gap (spin up / spin down) at 8.50 / 9.04 eV. For the calculated total energy, the calculation gives -83015.831 eV. For the largest force on an atom, the calculation gives 3.4 eV/Å.

ORCA input file:
```
! wB97M-V def2-TZVPD RIJCOSX def2/J DEFGRID3
* xyz 0 4
H 1.8597 -1.0246 -37.5411
O 5.2628 4.0047 -37.9297
H 3.6927 -1.6430 -38.4147
H 2.9473 5.5877 -33.6299
N -1.8790 -3.0688 -35.7395
H -3.1639 3.2364 -39.0592
H 3.0226 4.3868 -36.3887
H 0.4582 3.1538 -42.0292
H 3.5468 3.4996 -34.9882
H 2.3584 6.2805 -35.1502
H 4.1078 1.2039 -40.8928
H -2.0209 0.6793 -36.7112
C 1.0832 0.5703 -41.7775
C 1.5933 -0.0238 -37.1690
H 1.2859 6.1484 -33.7659
C -1.8301 -2.3563 -34.6039
C 4.4501 -4.4948 -36.7063
H 0.1112 4.3478 -33.5398
C -2.7344 -4.2304 -35.8732
C 3.3428 -4.2032 -38.8405
N 5.2853 -0.8896 -34.6886
C -0.1484 4.0305 -37.7599
H 2.2697 2.7790 -36.0754
N -1.5996 4.0704 -37.9226
C -0.6690 0.6222 -40.1104
H 5.5356 -4.5836 -36.8424
H 3.3827 0.5009 -39.4522
C 4.8644 0.4711 -34.9868
H -1.8419 -2.4793 -37.7245
H 6.1501 2.2918 -38.5407
C 3.0447 3.2621 -39.4382
H -1.2602 2.6668 -41.8361
C 4.6619 -1.7402 -33.8481
N 3.9607 -3.6450 -37.7792
H 7.3554 -0.9805 -34.6179
C -0.2636 2.6360 -41.4013
N 4.2355 2.4525 -39.2302
H 6.6447 -2.4088 -35.2874
H 0.0595 2.9806 -37.5413
C 2.0913 5.6495 -34.3026
H 5.0767 0.5505 -39.5054
C 4.2921 -2.2182 -37.7156
H 3.1853 -3.4313 -39.6163
H -0.7283 -1.6004 -36.8224
H 3.7321 -1.2759 -33.4678
H 4.0181 -1.8374 -36.7301
C -2.1401 3.0254 -38.7604
O 5.0145 -2.8623 -33.5438
O 1.2234 -0.0575 -35.8521
H -0.2174 3.1727 -40.4491
H 4.0063 0.7704 -34.3900
H -0.6546 1.1157 -39.1286
H 1.1583 -0.4394 -41.3494
H 0.7647 0.3301 -37.8168
Cr -0.2149 0.4876 -34.5473
C 6.5519 -1.3281 -35.2760
N 1.6374 4.3744 -34.8524
H 4.5701 0.4757 -36.0399
H -2.1084 2.0706 -38.2248
O -1.4712 0.9066 -35.9811
H -2.7335 -4.9181 -35.0320
O 0.7170 -0.0113 -32.9689
O -2.0671 5.5345 -36.2457
H 5.3771 -2.2272 -37.8168
O -1.1214 -1.3943 -34.3863
C -1.1348 -2.6100 -36.8958
H -0.3352 -3.2934 -37.1801
H -1.5148 2.8237 -39.6333
H 0.1333 4.6826 -36.9378
N 0.1619 1.2786 -41.0953
H -3.7513 -3.8055 -35.9007
H 0.8279 -0.7206 -32.3520
H -2.6573 -4.7155 -36.8399
C 2.6868 3.6776 -35.6329
H -0.3862 -0.4086 -39.9139
H -1.7386 0.7142 -40.3293
C 0.6758 3.7067 -34.2304
H 2.3963 0.7067 -37.3730
O 0.3685 2.5408 -34.4311
H 5.7460 1.0981 -34.8517
O 3.0056 -5.3667 -38.9270
C 4.2038 1.1311 -39.8079
H 6.7394 -0.8518 -36.2358
C -2.4216 4.7913 -37.1430
O 1.7909 1.0204 -42.6525
H 4.0787 -5.5125 -36.7477
H 2.9575 4.0998 -38.7551
H -3.4730 4.5226 -37.3301
H 4.2537 -4.0623 -35.7254
H 0.3354 4.3874 -38.6697
C 5.2682 2.9500 -38.5417
H 3.2014 3.7318 -40.4229
H -2.6251 -2.6903 -33.9138
H 2.1173 2.7235 -39.6248
*
```

***

# 6
A structure of composition C10H14F3I2NOPtSSi at a distorted geometry, computed with the ωB97M-V functional and the def2-TZVPD basis.

The calculation puts the frontier orbital gap (spin up / spin down) at 6.44 / 6.82 eV. For the calculated total energy, the calculation gives -60448.647 eV. For the largest force on an atom, the calculation gives 2.9 eV/Å.

ORCA input file:
```
! wB97M-V def2-TZVPD RIJCOSX def2/J DEFGRID3
* xyz 0 3
H -1.6853 -2.5404 -1.1567
H 1.9846 -3.6616 0.8405
N 0.0417 2.0559 0.0051
F -3.1242 0.2633 2.1702
H 1.7532 1.1148 -5.7432
O 1.0559 -0.8037 -1.2945
H -1.1120 -0.9749 1.2992
H 2.6467 -3.2893 -0.7534
H -0.8259 2.5451 3.7069
C 0.9641 2.4862 0.8456
C 0.6941 2.7010 2.1886
F -3.0881 1.8912 3.5681
H 1.4606 3.0624 2.8524
H -0.4799 -3.5261 -1.9534
I 2.4603 1.7370 -3.2126
H 2.9094 -2.1787 0.5857
C -0.0960 -1.3386 1.4051
H -0.1167 -2.1584 2.1154
C -1.5497 1.9712 1.7819
H 0.5078 -0.5411 1.8266
S -2.2255 1.1709 -0.8078
H 2.2511 -0.3806 -4.8911
C 1.6751 0.5369 -4.8266
C 2.2031 -2.8673 0.1385
C -0.7639 -3.0942 -0.9986
H 1.9471 2.6637 0.4304
H -0.9843 -3.9086 -0.3160
I -0.4193 0.0323 -4.5258
Si 0.5715 -1.9237 -0.2954
F -3.9067 2.1903 1.6068
C -1.2091 1.7786 0.4305
Pt -0.0439 0.9724 -1.9549
C -0.5842 2.4273 2.6607
C -2.9119 1.5867 2.2714
*
```